DFT (ωB97M-V/def2-TZVPD) results for a cluster of 2 separate species, C22H26N2O4S2 in total at a distorted geometry.

```
! RIJCOSX wB97M-V def2-TZVPD def2/J DEFGRID3
* xyz 0 1
O 0.93 0.29 6.12
C 0.09 0.41 5.26
O -0.28 -0.54 4.34
C -1.09 0.07 3.31
C -0.72 1.53 3.55
C -1.51 2.63 2.85
C -0.60 3.31 1.77
C -1.17 3.03 0.33
S 0.20 3.16 -0.87
C 0.53 1.50 -1.50
S -0.15 1.06 -2.90
N 1.38 0.56 -0.85
C 2.20 1.12 0.19
C 3.09 2.15 -0.08
C 3.91 2.70 0.87
C 3.89 2.24 2.18
C 3.01 1.23 2.46
C 2.18 0.67 1.50
C 0.71 -0.66 -0.45
C 1.49 -1.78 -0.26
C 0.97 -3.01 0.08
C -0.40 -3.12 0.26
C -1.21 -2.02 0.07
C -0.65 -0.80 -0.27
O -0.67 1.53 4.99
H -2.15 -0.19 3.43
H -0.81 -0.39 2.35
H 0.35 1.56 3.27
H -1.77 3.39 3.59
H -2.40 2.25 2.33
H 0.43 2.94 1.76
H -0.57 4.39 1.95
H -1.74 2.10 0.27
H -1.85 3.87 0.10
H 3.13 2.53 -1.10
H 4.57 3.51 0.58
H 4.54 2.64 2.95
H 2.96 0.82 3.48
H 1.54 -0.14 1.84
H 2.57 -1.70 -0.43
H 1.63 -3.86 0.21
H -0.82 -4.08 0.55
H -2.28 -2.12 0.19
H -1.33 0.04 -0.40
C -2.03 -3.27 -6.32
N -1.88 -3.02 -4.90
C -1.41 -1.72 -4.45
C -2.16 -3.96 -3.97
O -2.06 -3.81 -2.77
H -1.07 -3.14 -6.82
H -2.75 -2.55 -6.74
H -2.39 -4.28 -6.49
H -0.48 -1.84 -3.88
H -2.16 -1.26 -3.80
H -1.22 -1.07 -5.31
H -2.52 -4.91 -4.42
*
```

For the HOMO-LUMO gap, the calculation gives 7.537 eV. The energy relative to the best compared isomer or geometry (same formula, charge and spin) comes out at 1.9532 eV. As for the SMILES: O=C1OC[C@@H](CCCSC(=S)N(c2ccccc2)c2ccccc2)O1.CN(C)C=O. The calculated total energy comes out at -2060.724758 Eh. The value obtained for the maximum force is 2.49 eV Å⁻¹.